(1)
ORCA calculation (ωB97M-V with the def2-TZVPD basis set) on the molecule C3H5FO at a distorted geometry.

Calculated values
net charge = 0
energy relative to the best compared isomer or geometry (same formula, charge and spin) = 76.3 kcal per mole
LUMO (alpha / beta) = -0.8 / -0.5 eV
gap between HOMO and LUMO (alpha / beta) = 8.8 / 9.3 eV
E = -292.27474 Eh

```
10
Properties=species:S:1:pos:R:3:mulliken_charge:R:1
C -0.24 0.00 -0.41 0.337
C 1.26 0.38 -0.71 -0.156
C -0.78 -0.08 1.06 -0.939
O -0.06 -1.27 -0.97 -0.559
F 1.52 0.79 -1.89 -0.149
H -0.81 0.64 -1.01 0.306
H 1.99 -0.21 -0.29 0.357
H -0.08 -0.54 1.80 0.267
H -1.70 -0.71 1.01 0.257
H -1.10 1.00 1.41 0.278
```

---

(2)
ORCA calculation (ωB97M-V with the def2-TZVPD basis set) on the molecule C4H9NO2S at a distorted geometry.

Calculated values
SMILES string = O=C(CCS)NCO
net charge = 0
energy relative to the best compared isomer or geometry (same formula, charge and spin) = 17.0 kcal per mole
LUMO = 0.6 eV
gap between HOMO and LUMO = 9.5 eV
E = -761.23625 Eh

```
17
Properties=species:S:1:pos:R:3:mulliken_charge:R:1
O 0.01 2.00 0.60 -0.622
C 0.20 0.81 0.46 0.642
C -0.49 -0.07 -0.57 -0.821
C -1.46 0.77 -1.46 -0.600
S -3.15 0.69 -0.92 -0.264
N 1.14 0.18 1.26 -0.149
C 1.43 -1.22 1.36 -0.473
O 1.90 -1.80 0.14 -0.521
H -1.08 -0.83 -0.04 0.386
H 0.25 -0.52 -1.21 0.317
H -1.05 1.77 -1.53 0.352
H -1.35 0.37 -2.45 0.397
H -3.53 1.88 -1.39 0.129
H 1.62 0.81 1.87 0.249
H 0.55 -1.80 1.61 0.285
H 2.16 -1.33 2.17 0.381
H 2.85 -1.71 0.08 0.311
```